Record 1
The following is a quantum chemistry calculation of a cluster of 2 separate species, C5H10O3S in total, from the Open Molecules 2025 dataset.

Structure (XYZ):
```
19
Properties=species:S:1:pos:R:3:forces:R:3
C -1.124716 -0.879833 0.880517 -0.20 -2.95 2.42
C -1.161794 -0.163391 -1.296836 -1.35 -1.23 0.00
C -1.305049 1.574287 0.513462 -2.35 1.18 -1.56
C 3.383885 -0.879349 -0.107306 0.04 0.30 -2.39
C -1.245028 0.185349 -0.034077 1.11 1.75 -0.84
O -0.470361 -1.905158 0.774056 -0.07 0.70 -0.37
O 2.050207 0.419053 -2.017296 -1.35 -8.62 1.98
O 1.694042 1.075974 0.481247 -0.17 -0.48 -0.27
S 1.702406 -0.125572 -0.376927 2.43 1.15 -1.28
H -1.771857 -0.835129 1.774815 -0.02 0.47 0.19
H -1.267249 -1.158127 -1.621192 0.72 -1.79 0.50
H 2.156122 1.270660 -2.097600 0.92 7.57 -0.09
H -1.465784 0.326710 -2.135210 -0.14 2.85 -1.91
H -1.530456 2.294817 -0.328339 0.62 -0.78 0.51
H -0.335591 1.884623 0.933474 -0.91 -0.15 0.62
H -2.323000 1.654385 1.026932 1.85 0.08 0.55
H 3.401418 -1.753268 -0.879363 0.31 1.41 1.73
H 4.196834 -0.119507 -0.292704 -1.04 -0.68 -0.32
H 3.503959 -1.113161 0.930328 -0.40 -0.78 0.53
```
Positions in Å, forces in eV/Å.

Properties
E_HOMO = -0.34246 hartree
2S+1 = 1
Energy above the lowest of the compared OMol25 structures with the same formula, charge and spin = 83.81 kcal/mol
Energy = -820.28982 Ha
Kohn-Sham gap = 9.648 eV
LUMO level = 0.33 eV

List of Mulliken charges in e, atom by atom: C -0.05; C -1.13; C -1.03; C -0.88; C 0.69; O -0.49; O -0.52; O -0.61; S 0.82; H 0.38; H 0.32; H 0.27; H 0.41; H 0.27; H 0.28; H 0.38; H 0.30; H 0.27; H 0.34

***

Record 2
The following is a quantum chemistry calculation of a cluster of 2 separate species, C11H17N2 in total, from the Open Molecules 2025 dataset.

Structure (XYZ):
```
30
Properties=species:S:1:pos:R:3:forces:R:3
C -2.078514 -2.916307 0.915539 -0.03 0.45 0.16
C 0.800951 -0.631468 0.272917 -1.20 0.67 -0.94
C -0.292547 -1.374536 -0.206707 0.20 -0.59 0.33
C -1.076929 -1.808300 0.940567 -0.18 0.23 -0.45
C -0.626678 -1.085119 1.976017 -0.25 -0.39 0.27
C 1.376092 -0.158956 -1.987086 0.61 0.07 0.07
C 1.683715 -0.047327 -0.636419 0.04 -0.57 0.04
C 0.316763 -0.922210 -2.450747 -1.53 0.16 -0.09
C -0.546804 -1.551901 -1.564236 0.96 -0.13 0.74
N 0.493955 -0.316126 1.605306 0.50 0.42 0.79
H 1.977017 0.375260 -2.713450 0.21 -0.20 0.07
H 2.641743 0.326219 -0.323951 0.13 0.66 0.10
H 0.028587 -0.891605 -3.490777 0.37 -0.20 -0.22
H -1.370738 -2.204478 -1.795533 -0.18 0.11 -0.66
H 1.199046 -0.226977 2.327062 0.22 -0.08 -0.24
H -1.043620 -1.005174 2.968590 0.30 -0.18 0.13
H -1.620792 -3.742259 0.380722 -0.06 -0.28 0.01
H -3.008928 -2.666044 0.407279 -0.02 0.08 -0.03
H -2.303532 -3.223135 1.934863 -0.11 -0.12 -0.06
C 0.685517 3.182007 0.220672 1.52 -1.93 -1.36
C -0.085360 3.117709 -1.074641 -0.60 -0.67 0.21
N -0.082630 2.572753 1.345199 -0.70 0.46 0.06
H 1.493082 2.448464 0.103213 0.10 0.22 0.00
H 1.223106 4.103820 0.422580 -0.82 0.36 0.57
H -0.962675 3.723450 -1.040980 -0.46 1.03 -0.20
H -0.513614 2.123321 -1.229874 0.40 -0.27 0.11
H 0.386013 2.765730 2.210187 0.15 0.36 0.81
H -1.041762 2.919285 1.398457 0.03 0.16 0.10
H -0.128183 1.529252 1.327530 0.29 -0.13 -0.46
H 0.522082 3.319423 -1.950184 0.10 0.31 0.11
```
Positions in Å, forces in eV/Å.

Properties
E_HOMO = -0.41946 hartree
2S+1 = 1
Energy above the lowest of the compared OMol25 structures with the same formula, charge and spin = 15.52 kcal/mol
Total charge = +1
Energy = -538.61592 Ha
Kohn-Sham gap = 8.240 eV
LUMO level = -3.17 eV

List of Mulliken charges in e, atom by atom: C -1.49; C -0.31; C 1.06; C 0.39; C -0.66; C -0.59; C -0.70; C -0.62; C -0.55; N -0.28; H 0.45; H 0.60; H 0.37; H 0.47; H 0.28; H 0.45; H 0.38; H 0.33; H 0.37; C -0.18; C -1.10; N -0.10; H 0.13; H 0.39; H 0.38; H 0.27; H 0.40; H 0.38; H 0.11; H 0.36

***

Record 3
The following is a quantum chemistry calculation of a structure of composition C24H25I2N2O4Rb, from the Open Molecules 2025 dataset.

Structure (XYZ):
```
58
Properties=species:S:1:pos:R:3:forces:R:3
Rb 1.048626 0.010760 0.691219 -0.08 0.67 -0.83
I 3.885404 -0.469997 -7.771907 -0.15 0.01 0.35
C 3.149708 -0.337171 -5.778564 0.26 -0.04 -0.78
C 3.850906 0.410285 -4.851096 0.14 0.05 -0.13
C 3.358523 0.469193 -3.575414 0.44 0.43 0.54
I 4.372567 1.602711 -2.099190 -0.10 -0.19 -0.32
C 2.198641 -0.218778 -3.103100 0.20 0.06 -0.28
O 1.856411 -0.202237 -1.909994 -0.13 -0.20 0.39
C 1.488098 -0.916955 -4.149756 -0.34 -0.06 0.19
C 0.195700 -1.587612 -3.772656 0.05 -0.10 -0.09
N -0.696796 -0.652647 -3.125465 -0.21 0.14 -0.17
C -1.921758 -1.216532 -2.607109 -0.02 0.06 -0.17
C -2.541498 -0.253950 -1.627299 -0.30 -0.07 -0.48
C -3.378254 0.758230 -2.078022 -0.06 0.10 0.14
C -3.950843 1.612411 -1.139949 0.08 -0.15 -0.11
C -3.640463 1.430567 0.191500 -0.12 -0.02 0.03
C -2.761472 0.409222 0.546270 -0.32 -0.14 -0.20
N -2.256380 -0.439365 -0.345472 0.20 -0.01 0.37
C 1.968340 -0.976534 -5.435102 -0.01 -0.06 -0.16
H 4.760426 0.930689 -5.115973 0.00 0.01 -0.02
H 0.403594 -2.378080 -3.041282 -0.04 -0.01 -0.03
H -0.256202 -2.065212 -4.674203 0.17 0.04 0.23
H -0.868980 0.161742 -3.705814 0.05 -0.08 0.09
H -1.662441 -2.127040 -2.062071 -0.07 0.01 -0.05
H -2.659082 -1.470303 -3.404561 0.16 -0.05 0.22
H -3.593404 0.860782 -3.134891 0.01 -0.02 -0.02
H -4.637105 2.391204 -1.455686 0.05 0.02 0.04
H -4.075677 2.060423 0.953343 0.08 0.04 0.07
H -2.498977 0.232698 1.574302 0.07 0.07 0.13
H 1.419140 -1.537059 -6.182627 -0.05 0.00 -0.02
O 2.461457 -0.557042 3.275200 0.28 0.51 0.14
C 1.610725 -1.434383 3.068839 0.21 -0.63 1.04
O 1.475218 -2.141073 2.053943 -0.17 -0.78 -0.18
C 0.613271 -1.713767 4.205290 0.06 0.07 -0.27
C 0.908870 -1.437304 5.533279 0.11 0.07 -0.06
C -0.013464 -1.714331 6.529423 -0.03 0.06 0.16
C -1.250125 -2.245722 6.198847 -0.10 -0.09 0.15
C -1.549674 -2.516301 4.872752 -0.24 -0.09 0.04
C -0.621187 -2.259451 3.882669 0.06 -0.01 -0.02
H 1.868347 -0.996257 5.768398 0.04 0.04 -0.05
H 0.216394 -1.499259 7.568584 0.04 0.00 -0.04
H -1.979725 -2.452767 6.974147 0.00 0.01 0.00
H -2.513997 -2.935508 4.614864 -0.08 0.00 -0.02
H -0.820929 -2.473920 2.841446 -0.03 -0.03 -0.02
C -1.706222 2.404416 3.664388 0.27 0.15 -0.45
C -0.862755 2.802165 2.406916 -0.04 0.80 0.56
C 0.488566 3.358364 2.968993 -0.39 -0.18 -0.11
C -1.574536 4.006310 1.710326 0.23 -0.28 0.23
O -0.690816 1.778110 1.567236 0.03 -0.24 -0.12
H -1.897304 3.261639 4.311780 -0.08 0.11 0.17
H -1.157781 1.648738 4.221993 0.05 -0.15 0.10
H -2.655907 1.974158 3.350224 -0.18 -0.03 -0.07
H 0.333443 4.256487 3.572913 0.05 0.11 0.09
H 1.164777 3.593498 2.147809 0.03 0.02 -0.12
H 0.948543 2.594442 3.590783 0.17 -0.15 0.05
H -1.620720 4.886110 2.354747 -0.08 0.17 0.08
H -2.580755 3.724995 1.414772 -0.21 -0.04 -0.05
H -1.018036 4.252158 0.809487 0.11 0.05 -0.15
```
Positions in Å, forces in eV/Å.

Properties
E_HOMO = -0.06552 hartree
2S+1 = 1
Energy above the lowest of the compared OMol25 structures with the same formula, charge and spin = 19.73 kcal/mol
Total charge = -2
Energy = -1959.58331 Ha
Kohn-Sham gap = 5.292 eV
LUMO level = 3.51 eV

List of Mulliken charges in e, atom by atom: Rb 0.82; I -0.10; C -0.26; C -0.38; C -0.33; I -0.04; C -0.24; O -0.43; C 0.75; C -0.86; N -0.03; C -1.05; C 0.61; C -0.56; C -0.53; C -0.54; C -0.05; N -0.29; C -0.47; H 0.33; H 0.38; H 0.18; H 0.22; H 0.34; H 0.34; H 0.36; H 0.39; H 0.48; H 0.34; H 0.31; O -0.74; C 0.22; O -0.84; C 0.39; C -0.22; C -0.44; C -0.33; C -0.57; C -0.39; H 0.41; H 0.35; H 0.35; H 0.36; H 0.52; C -1.54; C 1.59; C -1.74; C -1.54; O -0.55; H 0.41; H 0.31; H 0.27; H 0.38; H 0.34; H 0.38; H 0.42; H 0.25; H 0.32

***

Record 4
The following is a quantum chemistry calculation of a structure of composition C18H42N6O6, from the Open Molecules 2025 dataset.

Structure (XYZ):
```
72
Properties=species:S:1:pos:R:3:forces:R:3
C 1.439485 -0.800126 0.040075 1.08 -0.16 1.08
O 1.581881 -1.948785 -0.347242 0.68 -0.36 -1.28
N 0.258008 -0.221254 0.246635 1.53 -0.67 -0.95
C 0.218654 1.146984 0.568556 -0.79 0.88 0.76
C -0.862378 -0.892888 -0.235565 -1.19 -0.69 0.04
H 2.226597 -0.225063 0.551909 -0.62 -1.44 -1.51
H -0.395678 1.297937 1.456208 -0.81 0.46 -0.42
H 0.155896 1.859953 -0.253538 -1.89 -0.77 -0.28
H 1.192200 1.516074 0.891176 -4.04 -2.22 -0.09
H -1.623202 -0.824289 0.541965 -0.38 0.01 -0.08
H -1.349114 -0.465187 -1.112064 1.80 -0.18 1.37
H -0.743968 -1.952567 -0.461702 1.05 0.59 0.65
C 2.644907 5.171588 -0.335736 1.02 0.92 0.03
O 2.611845 4.882231 -1.506664 -0.09 -0.17 -0.97
N 2.281553 4.437251 0.686264 -0.78 0.03 2.20
C 2.268010 5.129529 2.024101 -0.76 -0.72 -0.69
C 1.701886 3.077074 0.574265 -1.96 8.01 0.33
H 3.094148 6.071336 0.112425 0.11 0.73 -0.89
H 2.961972 4.647543 2.712722 -0.08 0.18 0.08
H 1.267196 5.187022 2.452072 -0.32 -1.08 0.08
H 2.384290 6.212926 1.995261 1.07 -0.11 -0.69
H 1.570384 2.741183 -0.454320 0.91 0.78 0.11
H 2.269879 2.365807 1.173899 -1.28 5.38 0.32
H 0.703786 3.185642 0.998656 -0.19 0.51 -0.13
C -2.348720 0.330616 -2.518449 -0.97 -1.01 3.39
O -2.767518 -0.058285 -1.423339 -1.73 2.35 -1.36
N -3.126811 0.898652 -3.376056 0.08 1.37 -4.39
C -2.548379 0.808838 -4.753930 -1.04 1.17 0.27
C -4.457932 1.363092 -3.141750 -0.82 0.73 1.59
H -1.321922 0.085839 -2.831450 0.02 0.22 -0.22
H -2.159282 -0.206273 -4.832930 0.51 0.50 -0.58
H -1.903627 1.673800 -4.909631 0.82 -0.57 0.07
H -3.282819 0.987477 -5.539297 -0.50 -0.46 0.33
H -4.529715 2.450407 -3.115251 0.37 0.22 -0.38
H -5.280977 1.033087 -3.775638 0.58 -0.54 -0.42
H -4.712972 1.098267 -2.115636 -0.03 -0.26 -0.04
C 0.991481 -3.042331 4.077214 -4.53 8.10 1.88
O 1.587700 -3.977159 3.930948 5.38 -8.80 -1.71
N 0.221784 -2.390089 3.193687 -2.23 2.63 -1.24
C -0.008376 -2.791628 1.789261 -0.24 -1.33 1.21
C -0.561569 -1.120473 3.562036 1.35 -0.97 -0.43
H 1.027389 -2.488840 5.028297 -0.23 0.40 0.53
H 0.517714 -2.171316 1.063646 -0.57 -1.09 1.05
H -1.078657 -2.858564 1.593984 -0.20 0.67 0.12
H 0.231494 -3.849301 1.680244 0.81 0.07 0.00
H 0.040246 -0.361885 4.062494 0.32 -0.38 0.47
H -0.797827 -0.599502 2.634199 -0.34 -0.47 -0.06
H -1.452723 -1.323277 4.156033 0.00 -0.11 -0.17
C 3.685248 1.144680 1.206839 4.20 -1.56 -0.08
O 2.511597 1.257721 0.963933 7.33 -8.20 2.38
N 4.316553 0.221585 1.990394 -0.96 0.31 -0.08
C 5.609864 -0.276686 1.428128 -1.13 -2.05 0.62
C 3.468250 -0.762074 2.727064 -0.09 -1.09 -0.05
H 4.430314 1.763544 0.683293 -0.12 0.16 -0.11
H 6.170252 0.368569 0.751585 -0.11 0.37 0.76
H 5.366847 -1.170358 0.853318 -0.42 0.13 -0.81
H 6.120546 -0.843887 2.206329 0.76 1.18 0.40
H 4.032756 -1.587625 3.160530 0.65 0.22 -0.35
H 2.875931 -0.462512 3.591658 0.31 1.24 -0.13
H 2.729588 -1.266121 2.103836 0.25 0.11 -0.37
C -3.706475 -4.249926 -2.755100 -0.79 -2.80 0.01
O -4.426028 -4.643365 -3.627816 -0.87 -1.15 -1.65
N -3.589525 -3.030548 -2.400639 1.70 5.30 1.76
C -2.606490 -2.714951 -1.379018 -0.23 1.38 0.94
C -4.096395 -1.835173 -3.128913 -0.89 -1.30 -0.46
H -3.166548 -4.889712 -2.040007 0.19 -0.51 -0.32
H -2.081409 -3.466847 -0.789924 -0.43 -0.97 -0.85
H -3.095722 -2.125599 -0.603508 -0.22 -0.02 0.04
H -1.843535 -2.009088 -1.707286 -0.51 -1.00 -0.86
H -3.321679 -1.146390 -3.465805 -0.18 -1.46 -0.39
H -4.749117 -2.212852 -3.915943 0.53 -0.10 -0.42
H -4.771040 -1.153463 -2.610998 0.15 -0.54 1.05
```
Positions in Å, forces in eV/Å.

Properties
E_HOMO = -0.29959 hartree
2S+1 = 1
Energy above the lowest of the compared OMol25 structures with the same formula, charge and spin = 374.62 kcal/mol
Energy = -1490.53154 Ha
Kohn-Sham gap = 8.490 eV
LUMO level = 0.34 eV

List of Mulliken charges in e, atom by atom: C -0.50; O -0.64; N 0.62; C -1.65; C -1.16; H 0.34; H 0.24; H 0.66; H 1.26; H 0.50; H -0.16; H 0.47; C 0.05; O -0.60; N 0.18; C -1.04; C -1.59; H 0.32; H 0.26; H 0.31; H 0.44; H 0.44; H 0.44; H 0.37; C -0.36; O -0.60; N 0.20; C -0.99; C -0.97; H 0.48; H 0.40; H 0.34; H 0.32; H 0.36; H 0.34; H 0.34; C -0.16; O -0.44; N 0.13; C -0.56; C -0.85; H 0.43; H -0.08; H 0.40; H 0.34; H 0.39; H 0.08; H 0.35; C 0.01; O -0.56; N 0.11; C -0.98; C -1.19; H 0.37; H 0.35; H 0.41; H 0.35; H 0.46; H 0.27; H 0.43; C 0.24; O -0.60; N 0.19; C -1.25; C -0.69; H 0.29; H 0.41; H 0.44; H 0.70; H 0.14; H 0.39; H 0.28